Molecular formula: C13H21N3OOsS4
Method: DFT, ωB97M-V with the def2-TZVPD basis set

LUMO level (spin up / spin down): -0.27 / -0.27 eV
Gap between HOMO and LUMO (spin up / spin down): 6.93 / 6.93 eV

ORCA input file:
```
! RIJCOSX wB97M-V def2-TZVPD def2/J DEFGRID3
* xyz 0 1
Os -0.26301 -0.58717 0.71415
O -1.69366 -1.98302 7.12673
C -1.53954 -1.69984 5.97340
S -1.01046 -0.09315 5.41689
C -1.05908 -0.47132 3.71477
C -1.42918 -1.71289 3.35293
S -1.57280 -2.17090 1.66229
S -1.82560 -2.83412 4.63052
S -0.67002 0.72024 2.49869
C 2.41334 -2.19715 -1.51782
C 2.58766 -1.57958 -0.12706
C 3.18720 -2.61340 0.83011
C 3.46937 -0.32774 -0.15967
N 1.30416 -1.18556 0.44353
H 3.31428 -2.05592 -2.11662
H 1.57282 -1.75188 -2.04882
H 2.21999 -3.26739 -1.44159
H 4.15439 -2.95348 0.45267
H 2.52670 -3.47653 0.91349
H 3.32769 -2.18543 1.82204
H 4.35704 -0.50954 -0.76781
H 3.78483 -0.05624 0.84765
H 2.93087 0.52631 -0.57449
C -0.86278 2.32737 -0.26075
C -1.49238 3.28086 -1.30070
N -1.98099 2.53052 -2.45291
C -0.86432 1.77706 -3.01655
C -0.32572 0.73320 -2.00413
N -1.01178 0.90348 -0.69613
C -2.47479 0.64448 -0.92205
C -3.02030 1.60941 -2.00205
H -1.33756 2.41628 0.71263
H 0.20551 2.50478 -0.13175
H -0.76236 4.01367 -1.64602
H -2.32862 3.82696 -0.86315
H -0.08341 2.48767 -3.29017
H -1.19396 1.28003 -3.92959
H 0.74947 0.82068 -1.84509
H -0.53308 -0.28567 -2.33172
H -2.96739 0.75235 0.04364
H -2.56527 -0.39548 -1.22609
H -3.85877 2.19065 -1.61767
H -3.37849 1.04740 -2.86573
*
```

Molecular formula: C13H21N8O5S4Se4Tl
Method: DFT, ωB97M-V with the def2-TZVPD basis set

LUMO level (spin up / spin down): 2.82 / 3.71 eV
Gap between HOMO and LUMO (spin up / spin down): 4.79 / 5.88 eV

ORCA input file:
```
! RIJCOSX wB97M-V def2-TZVPD def2/J DEFGRID3
* xyz -2 1
Tl 0.16873 -1.16656 0.92070
S 0.53298 -3.04381 3.98057
S 1.05562 -2.32797 5.72038
S 2.18797 -0.60287 5.45619
S 2.29625 -0.14642 3.53561
O 3.03987 0.08213 -4.78779
C 1.75117 -0.00169 -5.01986
O 1.28063 0.07421 -6.14073
C 0.86171 -0.21241 -3.84323
C -0.49035 -0.43457 -3.96677
N -0.97825 -0.57269 -2.72605
N -0.03126 -0.45876 -1.78786
C 1.09838 -0.23924 -2.43924
C 2.37584 -0.11535 -1.63327
O 3.44682 -0.09828 -2.30521
O 2.27385 -0.06186 -0.39648
H 3.24175 0.01240 -3.77120
H -1.10468 -0.50481 -4.84929
H -1.91147 -0.84239 -2.43832
Se -3.48110 -2.44033 -1.18356
Se -5.34605 -1.53819 -2.40032
Se -6.25622 -0.00486 -1.08151
Se -3.51625 -1.45984 0.83353
C 3.24754 -3.21969 0.59537
N 2.68464 -4.48467 0.13233
C 1.46349 -4.54496 -0.45422
N 1.07774 -5.81384 -0.88729
O 0.74373 -3.57534 -0.61813
H 4.18556 -3.43572 1.10265
H 2.58774 -2.74605 1.31908
H 3.42571 -2.51782 -0.21980
H 3.30246 -5.26419 0.00266
H 1.40106 -6.59071 -0.33397
H 0.09140 -5.84596 -1.09028
C -1.60022 1.67010 2.46400
N -0.84866 1.49778 1.21846
C -1.68067 1.95371 0.09810
N -2.06137 3.37006 0.24763
C -2.78310 3.50387 1.51815
N -1.98323 3.07739 2.67391
C -0.75348 3.87922 2.69311
N 0.02672 3.75549 1.45619
C 0.36130 2.33092 1.27931
C -0.83138 4.16265 0.33936
H -0.97986 1.33270 3.29708
H -2.49988 1.05438 2.41763
H -2.57933 1.33580 0.05735
H -1.11886 1.82754 -0.82871
H -3.68928 2.89740 1.47227
H -3.06348 4.55189 1.65405
H -0.13511 3.55521 3.53189
H -1.02275 4.92931 2.83557
H 0.97539 1.99564 2.11696
H 0.93167 2.19516 0.35859
H -0.27195 4.05175 -0.59153
H -1.09949 5.21512 0.46597
*
```

Molecular formula: C13H21NO4
Method: DFT, ωB97M-V with the def2-TZVPD basis set

LUMO level: 0.51 eV
Gap between HOMO and LUMO: 7.93 eV

ORCA input file:
```
! RIJCOSX wB97M-V def2-TZVPD def2/J DEFGRID3
* xyz 0 1
C -0.35449 -2.18219 -1.27741
H -0.41969 -1.54792 -2.23514
O -1.45594 -2.50680 -0.80550
C -2.38874 -1.68343 -0.27810
C -2.16328 -0.46188 -0.44320
C -3.14751 0.51193 0.33902
C -4.33558 -0.00821 1.06853
C -4.51263 -1.21949 0.80667
C -3.65524 -2.10384 0.26326
H -3.73902 -3.23818 0.36480
H -5.44647 -1.41220 1.42125
H -5.03438 0.92128 1.24178
O -2.91459 1.77691 0.19226
C -1.81935 2.63208 -0.31387
C -0.50378 2.29652 0.22861
O 0.30511 1.61354 -0.40718
C 1.69026 1.24521 0.05733
C 2.48677 0.71669 -1.01130
N 4.02724 0.72279 -0.83251
H 4.30249 1.56543 -0.42980
C 4.17253 -0.33613 0.19821
C 5.61771 -0.43063 0.54816
O 6.08703 -1.35962 1.42256
H 5.64815 -2.27583 1.30072
H 6.20879 0.57768 0.46278
H 6.21250 -0.77831 -0.60516
H 3.76094 -1.46947 0.01670
H 3.87262 0.12930 1.24613
H 2.37228 1.36493 -1.87052
H 2.15404 -0.25236 -1.27313
H 1.58840 0.85694 0.83189
H 2.07726 2.33166 0.20781
H -0.62401 1.74888 1.28308
H -0.06738 3.14111 0.64072
H -2.11190 3.54331 -0.37052
H -1.70973 2.38392 -1.34494
H -1.26722 0.09480 -0.93128
H 0.09442 -3.07490 -1.41608
H 0.20872 -1.61050 -0.62375
*
```

Molecular formula: C13H22B3NO7S2
Method: DFT, ωB97M-V with the def2-TZVPD basis set

LUMO level: 0.14 eV
SMILES: B1OBOB(c2cccnc2)O1.O=S1(=O)CCCC1.O=S1(=O)CCCC1
Gap between HOMO and LUMO: 9.12 eV

ORCA input file:
```
! RIJCOSX wB97M-V def2-TZVPD def2/J DEFGRID3
* xyz 0 1
B -4.23255 -0.10569 3.75113
O -4.70699 -0.48779 2.43403
B -3.50685 -0.67618 1.64830
O -2.29454 0.03698 1.98668
B -1.97146 -0.15605 3.40121
C -0.46574 0.26732 3.86536
C 0.61798 0.39233 2.74693
C 1.99994 0.85183 3.34269
C 2.02905 1.08366 4.86420
N 1.02689 0.91960 5.85164
C -0.24109 0.50703 5.36761
O -2.98963 -0.67337 4.28235
H -4.84240 0.70818 4.37323
H -3.45567 -1.37290 0.68320
H 0.43720 0.19900 1.64423
H 2.91720 1.02359 2.66524
H 3.04489 1.45466 5.26715
H -1.08283 0.36742 6.13982
O 3.40687 0.71673 0.92499
S 3.96155 0.74865 -0.41150
O 3.82277 -0.35841 -1.32902
C 3.40691 2.24001 -1.21814
C 4.45677 3.28002 -0.84958
C 5.80721 2.57426 -0.98901
C 5.68631 1.21251 -0.30192
H 2.40585 2.49905 -0.87390
H 3.39836 2.05349 -2.29421
H 4.39128 4.16062 -1.49160
H 4.31507 3.60494 0.18635
H 6.03619 2.43246 -2.05013
H 6.61788 3.16370 -0.55518
H 6.29586 0.45598 -0.79690
H 5.95355 1.27235 0.75458
O -3.12376 0.06131 -4.16246
S -3.37614 -1.28645 -4.61722
O -3.50959 -1.61479 -6.01834
C -2.16064 -2.36774 -3.88439
C -2.78182 -2.78935 -2.55925
C -4.25117 -3.08658 -2.86537
C -4.78323 -1.93599 -3.72214
H -1.21510 -1.83903 -3.76691
H -2.03254 -3.22477 -4.54926
H -2.27233 -3.65725 -2.13566
H -2.71381 -1.97024 -1.83592
H -4.32413 -4.02576 -3.42332
H -4.83894 -3.20201 -1.95191
H -5.53670 -2.27777 -4.43239
H -5.19078 -1.13318 -3.10535
*
```

Molecular formula: C13H22BrN5O3PPdSTe
Method: DFT, ωB97M-V with the def2-TZVPD basis set

LUMO level (spin up / spin down): -2.61 / -4.17 eV
Expectation value of S²: 2.0110
Gap between HOMO and LUMO (spin up / spin down): 7.77 / 6.43 eV

ORCA input file:
```
! RIJCOSX wB97M-V def2-TZVPD def2/J DEFGRID3
* xyz 1 3
Pd 0.11164 -0.52750 -0.60934
C 2.37170 -5.56803 -0.80437
C 2.88324 -4.15827 -1.09796
N 4.07387 -3.81148 -1.60192
N 4.01767 -2.47073 -1.78886
C 2.82853 -1.94903 -1.43955
S 2.31339 -0.39432 -1.61232
N 2.09682 -3.01006 -0.98514
N 0.78746 -2.96902 -0.52871
H 1.35033 -5.76971 -1.03203
H 2.59093 -5.88139 0.18188
H 2.95354 -6.22587 -1.43550
H 4.86308 -1.99756 -2.18035
H 0.24919 -3.71778 -0.97008
H 0.79934 -2.97693 0.52429
C -4.24343 -2.70404 1.87614
C -3.83088 -1.70619 0.81054
C -4.69708 -1.14449 -0.09334
C -4.24421 -0.30265 -1.10808
C -2.82063 -0.10893 -1.19144
Br -2.15468 0.90940 -2.61614
N -1.99072 -0.64176 -0.27125
C -2.51498 -1.38522 0.70757
H -3.63400 -2.68569 2.78679
H -4.31929 -3.72493 1.45093
H -5.23796 -2.32191 2.07949
H -5.75033 -1.37321 -0.16316
H -4.94509 0.23034 -1.78741
H -1.82192 -1.81378 1.44636
C 3.70193 4.30818 0.34870
C 2.94675 3.28901 1.17252
O 2.03945 2.62847 0.23008
P 0.56944 2.08194 0.49660
O 0.03564 1.67338 -0.88541
Te 0.66363 0.10267 1.87711
O -0.19978 3.21876 1.29366
C -0.45331 4.53578 0.77385
C -1.87949 4.62683 0.21596
H 4.50484 4.87952 0.95044
H 3.06199 5.02126 -0.15404
H 4.16989 3.70327 -0.39319
H 2.32612 3.69159 2.00547
H 3.53644 2.43090 1.63718
H 0.23302 4.83340 -0.01509
H -0.37108 5.23492 1.58608
H -2.15515 3.73969 -0.41776
H -2.08933 5.59613 -0.26658
H -2.72651 4.60505 0.99741
*
```

Molecular formula: C13H22ClF3MnO5S
Method: DFT, ωB97M-V with the def2-TZVPD basis set

LUMO level (spin up / spin down): -12.55 / -12.38 eV
Expectation value of S²: 8.7538
Gap between HOMO and LUMO (spin up / spin down): 2.90 / 3.06 eV

ORCA input file:
```
! RIJCOSX wB97M-V def2-TZVPD def2/J DEFGRID3
* xyz 2 6
C -0.59022 -4.67447 2.29032
C -0.05149 -3.18256 2.61581
C 0.81700 -2.56378 1.38659
C -0.12567 -1.70363 0.37549
C -0.55441 -2.71235 -0.80378
C 0.72728 -0.43283 -0.09482
C 0.10125 0.39110 -1.31758
C -1.50721 0.41417 -1.36272
C -2.11519 1.75901 -2.06937
C -2.84256 2.63908 -0.93950
S -4.30315 3.61536 -1.53876
O -5.20586 3.77736 -0.32368
O -5.04787 2.94011 -2.65719
Cl -3.69805 5.50916 -2.14885
O 2.11015 -0.77161 -0.46050
C 3.03222 0.06128 0.24693
O 3.49791 -0.27293 1.37172
C 3.58998 1.48094 -0.32197
O 3.37711 2.44583 0.74972
C 4.27175 3.54269 0.64211
F 4.42637 3.96391 -0.69631
F 3.68446 4.61294 1.38006
F 5.53809 3.31904 1.21731
H -0.68911 -5.27641 3.26804
H -1.61231 -4.56806 1.76069
H 0.14814 -5.27153 1.63391
H -0.95529 -2.51384 2.92173
H 0.65958 -3.28016 3.52357
H 1.64289 -1.93423 1.86479
H 1.34907 -3.43030 0.84392
H -1.06202 -1.43645 1.02237
H -0.27573 -3.80340 -0.55876
H -1.71645 -2.70889 -0.83645
H -0.21776 -2.40238 -1.84905
H 0.82948 0.28420 0.80638
H 0.44590 1.49163 -1.20520
H 0.47064 0.06225 -2.35233
H -1.82175 -0.44781 -2.07077
H -2.02753 0.20039 -0.35627
H -2.81014 1.44702 -2.93498
H -1.23800 2.31218 -2.56102
H -2.07298 3.35808 -0.49751
H -3.25032 1.94452 -0.10964
H 4.72988 1.35482 -0.44606
H 3.09912 1.77027 -1.31098
Mn -2.75720 -1.30973 1.90260
*
```

Molecular formula: C13H22CoN3O4P
Method: DFT, ωB97M-V with the def2-TZVPD basis set

LUMO level (spin up / spin down): -10.95 / -11.12 eV
Gap between HOMO and LUMO (spin up / spin down): 9.41 / 9.30 eV

ORCA input file:
```
! RIJCOSX wB97M-V def2-TZVPD def2/J DEFGRID3
* xyz 3 1
Co -0.31239 -0.72793 -0.20794
O -1.11112 1.30112 3.38381
C -0.68867 0.69208 2.32311
O -1.39288 0.24703 1.41795
C 0.80501 0.55866 2.21793
C 1.77520 0.97549 3.11692
C 3.10622 0.74400 2.77540
C 3.42469 0.12570 1.56428
C 2.38189 -0.24294 0.73133
N 1.11487 -0.03414 1.07777
C 2.41387 -0.90624 -0.61593
O 3.49671 -1.18043 -1.26066
O 1.32967 -1.19495 -1.15708
H -2.08594 1.37414 3.39876
H 1.50804 1.46538 4.04412
H 3.89735 1.04485 3.45020
H 4.46152 -0.05024 1.30499
H 4.31169 -0.91052 -0.80317
N -0.57554 -2.33271 0.93449
H -1.54749 -2.32861 1.24686
H -0.01627 -2.20190 1.77645
H -0.37125 -3.27934 0.62399
C -3.04690 -2.17326 -1.19297
P -1.35241 -1.91031 -1.73391
C -1.34319 -1.12324 -3.34871
C -0.53625 -3.49223 -2.02225
H -3.61827 -2.52721 -2.05654
H -3.49516 -1.24468 -0.84159
H -3.11550 -2.94487 -0.42532
H -1.65710 -1.89048 -4.06236
H -0.33988 -0.79139 -3.61095
H -2.05385 -0.30576 -3.38809
H -1.22262 -4.04674 -2.66957
H -0.35758 -4.11244 -1.15056
H 0.40190 -3.33375 -2.55817
C -2.75466 3.30184 -2.74254
C -1.25317 3.06005 -2.51964
C -1.02075 1.80001 -1.81267
N -0.83937 0.81770 -1.24717
H -2.86526 4.22386 -3.30915
H -3.27643 3.41449 -1.79507
H -3.20463 2.49879 -3.32283
H -0.78476 3.82896 -1.89968
H -0.68649 2.99890 -3.45238
*
```

Molecular formula: C13H22CrN5O2S2SbSe4
Method: DFT, ωB97M-V with the def2-TZVPD basis set

LUMO level (spin up / spin down): -4.21 / -5.46 eV
Expectation value of S²: 3.8688
Gap between HOMO and LUMO (spin up / spin down): 6.37 / 5.18 eV

ORCA input file:
```
! RIJCOSX wB97M-V def2-TZVPD def2/J DEFGRID3
* xyz 1 4
Cr 1.68317 -0.63241 -0.42792
C 1.89924 2.23854 2.58974
C 1.63872 3.01865 1.30513
N 0.84392 2.24347 0.35023
C -0.58074 2.10303 0.69612
C -0.94831 0.78299 1.41809
S 0.38836 -0.59598 1.35557
C 1.01020 -0.73526 3.03411
C 2.38144 -0.07742 3.22990
N 2.56912 0.98202 2.25481
H 0.95611 2.01279 3.09579
H 2.50464 2.85614 3.26052
H 2.59979 3.24180 0.83098
H 1.13406 3.96207 1.54416
H 0.89066 2.72915 -0.55337
H -1.15987 2.12727 -0.24817
H -0.91397 2.93211 1.32697
H -1.83501 0.33365 0.93936
H -1.11705 0.89364 2.48411
H 1.03963 -1.80312 3.27091
H 0.23090 -0.26141 3.62992
H 3.17059 -0.82837 3.10264
H 2.43070 0.27846 4.26614
H 3.56201 1.17255 2.11529
O 2.75210 -1.46316 0.81032
N 3.49885 -0.91447 -0.09905
O 3.03483 0.32683 -0.36393
N 3.89383 -3.89438 -1.39572
C 2.63202 -3.78678 -1.83916
S 1.87693 -2.25156 -1.76354
N 2.02609 -4.81794 -2.39106
C 0.78981 -5.07387 -3.04931
C -0.25568 -4.17907 -3.26976
C -1.36540 -4.57676 -3.99837
C -1.43815 -5.86678 -4.50073
C -0.40928 -6.77040 -4.26793
C 0.69362 -6.38139 -3.53741
H 4.42719 -3.10585 -1.05009
H 4.40734 -4.75306 -1.52076
H 2.61608 -5.64905 -2.41567
H -0.24082 -3.15306 -2.91067
H -2.17401 -3.86816 -4.17080
H -2.30055 -6.16096 -5.07688
H -0.45374 -7.77446 -4.66419
H 1.49916 -7.08208 -3.35122
Se -3.04348 2.12451 -2.37730
Sb -1.63065 0.16185 -2.79630
Se -3.28675 -1.51155 -3.20632
Se -1.28441 1.41870 -4.85324
Se 0.18142 -0.34407 -1.51092
*
```